i) DFT (ωB97M-V/def2-TZVPD) results for C9H14N2O2 in the gas phase.

Geometry as XYZ:
```
27
Properties=species:S:1:pos:R:3
C 0.478 -3.004 0.246
C 0.673 -1.585 0.807
C 0.011 -0.406 0.055
C 0.363 1.028 0.608
C -0.585 1.333 1.775
C -2.065 1.403 1.342
C 0.092 1.903 -0.616
O -0.114 3.080 -0.678
N 0.122 1.044 -1.755
C 0.126 1.432 -2.993
N 0.290 1.819 -4.057
C 0.576 -0.321 -1.409
O 1.942 -0.597 -1.367
H -0.460 -3.347 0.294
H 1.088 -3.725 0.794
H 0.591 -2.894 -0.812
H 1.704 -1.600 0.893
H 0.136 -1.438 1.737
H -1.055 -0.751 -0.059
H 1.367 0.902 0.891
H -0.201 0.533 2.519
H -0.121 2.284 2.034
H -2.350 2.214 0.751
H -2.683 1.535 2.129
H -2.380 0.483 0.979
H 0.076 -1.170 -2.060
H 2.379 -0.155 -2.046
```

Values from the calculation:
LUMO level, eV: 0.6
Structure (SMILES): CC[C@H]1[C@H](CC)C(=O)N(C#N)[C@H]1O
Net charge: 0
Highest occupied orbital energy, eV: -10.344
Kohn-Sham gap, eV: 11.0

ii) DFT (ωB97M-V/def2-TZVPD) results for 2 unconnected molecules or ions with the total composition C9H14N2O2.

Geometry as XYZ:
```
27
Properties=species:S:1:pos:R:3
O 1.629 -1.423 -1.863
C 0.731 -0.650 -2.016
C -0.612 -1.125 -2.296
C -1.669 -0.246 -2.147
N -1.420 1.077 -1.960
C -0.211 1.682 -1.813
O 0.024 2.879 -1.545
N 0.844 0.706 -1.858
H -0.716 -2.304 -2.148
H -2.767 -0.557 -2.133
H -2.242 1.726 -1.880
H 1.685 1.040 -1.471
C -0.278 0.727 2.275
C -0.874 -0.353 1.321
C 0.251 -1.479 1.368
C 1.527 -0.641 1.250
C 1.076 0.812 1.683
H -0.868 1.610 2.392
H -0.512 0.277 3.316
H -1.011 0.026 0.315
H -2.013 -0.560 1.612
H 0.335 -2.135 0.451
H 0.081 -2.144 2.312
H 1.836 -0.600 0.164
H 2.456 -1.007 1.847
H 0.838 1.158 0.693
H 1.881 1.505 2.132
```

Values from the calculation:
LUMO level, eV: 0.3
Structure (SMILES): O=c1cc[nH]c(=O)[nH]1.C1CCCC1
Net charge: 0
Highest occupied orbital energy, eV: -9.608
Kohn-Sham gap, eV: 10.0

Most stable structure: ii)